1.
Here is a single C4H8O2 molecule in a non-equilibrium geometry from the Open Molecules 2025 dataset. Energies are from ωB97M-V/def2-TZVPD.

## Properties
energy above the lowest of the compared OMol25 structures with the same formula, charge and spin = 211.0 kJ/mol
Kohn-Sham gap = 10.702 eV
HOMO energy = -9.94 eV
SMILES = C[C@@H](O)CC=O

Structure (ORCA input):
```
! wB97M-V def2-TZVPD RIJCOSX def2/J DEFGRID3
* xyz 0 1
C -0.616 -1.362 0.041
C 0.310 -0.263 -0.571
O -0.030 -0.046 -1.878
C 0.048 1.142 -0.020
C 0.241 1.182 1.438
O 1.046 0.380 1.946
H -1.736 -1.073 0.257
H -0.247 -1.538 1.078
H -0.555 -2.270 -0.476
H 1.416 -0.656 -0.505
H 0.376 -0.805 -2.463
H -1.015 1.503 -0.394
H 0.886 1.736 -0.514
H -0.124 2.070 2.060
*
```

Löwdin population analysis, charges in e, atoms 1 to 6: atom 1 (C): -0.052, atom 2 (C): -0.504, atom 3 (O): -0.095, atom 4 (C): -0.144, atom 5 (C): -0.240, atom 6 (O): 0.007

***

2.
Here is a molecular structure, C2H5FeO in a non-equilibrium geometry from the Open Molecules 2025 dataset. Energies are from ωB97M-V/def2-TZVPD.

## Properties
energy above the lowest of the compared OMol25 structures with the same formula, charge and spin = 97.2 kJ/mol
Kohn-Sham gap (spin up / spin down) = 9.210 / 8.027 eV
HOMO energy (spin up / spin down) = -15.37 / -16.45 eV
<S²> = 12.02

Structure (ORCA input):
```
! wB97M-V def2-TZVPD RIJCOSX def2/J DEFGRID3
* xyz 1 7
C 0.710 -1.137 0.009
C 1.827 -0.769 0.997
H 1.170 -1.835 -0.718
H -0.075 -1.832 0.365
H 2.335 -1.652 1.422
H 1.448 -0.182 1.849
Fe -0.295 0.428 -0.949
O -1.494 1.136 0.289
H 2.620 -0.175 0.516
*
```

Löwdin population analysis, charges in e, atoms 1 to 6: atom 1 (C): -0.226, atom 2 (C): -0.146, atom 3 (H): 0.070, atom 4 (H): 0.082, atom 5 (H): 0.106, atom 6 (H): 0.080

***

3.
Here is a single C5H11NO molecule in a non-equilibrium geometry from the Open Molecules 2025 dataset. Energies are from ωB97M-V/def2-TZVPD.

## Properties
energy above the lowest of the compared OMol25 structures with the same formula, charge and spin = 934.8 kJ/mol
Kohn-Sham gap = 4.825 eV
HOMO energy = -7.87 eV

Structure (ORCA input):
```
! wB97M-V def2-TZVPD RIJCOSX def2/J DEFGRID3
* xyz 0 1
O -2.517 0.336 0.431
C -1.860 -0.249 -0.603
C -0.448 -0.528 -0.027
C 0.381 0.777 0.023
C 1.763 1.083 -0.565
C 3.084 -0.012 -0.616
N -0.616 -1.125 1.290
H -2.310 -1.227 -0.846
H 0.114 -1.215 -0.666
H -1.722 0.356 -1.519
H -0.364 1.429 0.551
H 1.203 0.323 0.647
H 1.711 1.401 -1.565
H 3.841 0.047 0.188
H 2.652 -1.072 -0.661
H 3.421 0.351 -1.594
H 0.166 -0.788 1.838
H -1.546 -0.797 1.669
*
```

Löwdin population analysis, charges in e, atoms 1 to 6: atom 1 (O): -0.200, atom 2 (C): -0.353, atom 3 (C): -0.382, atom 4 (C): -0.120, atom 5 (C): 0.019, atom 6 (C): -0.039

***

4.
Here is a molecular structure, C34H31BN12O2Os from the Open Molecules 2025 dataset. Energies are from ωB97M-V/def2-TZVPD.

## Properties
Kohn-Sham gap (spin up / spin down) = 6.137 / 4.797 eV
HOMO energy (spin up / spin down) = -15.01 / -15.26 eV
<S²> = 8.81

Structure (ORCA input):
```
! wB97M-V def2-TZVPD RIJCOSX def2/J DEFGRID3
* xyz 3 6
Os -0.728 0.604 0.141
C -3.310 0.041 3.399
C -2.172 0.559 2.825
N -2.120 0.194 1.522
N -3.216 -0.557 1.263
C -3.942 -0.661 2.373
B -3.460 -1.168 -0.160
N -3.393 0.024 -1.171
C -4.222 0.454 -2.125
C -3.614 1.501 -2.814
C -2.384 1.647 -2.221
N -2.236 0.743 -1.227
N -2.247 -2.096 -0.499
C -2.232 -3.344 -0.990
C -0.920 -3.720 -1.210
C -0.178 -2.610 -0.825
N -0.979 -1.632 -0.398
N -4.740 -1.929 -0.156
C -4.991 -3.102 0.506
C -6.315 -3.394 0.355
C -6.822 -2.327 -0.417
N -5.887 -1.450 -0.713
H -3.651 0.160 4.412
H -1.394 1.172 3.248
H -4.868 -1.215 2.380
H -5.193 0.001 -2.229
H -4.027 2.068 -3.629
H -1.606 2.361 -2.436
H -3.147 -3.880 -1.180
H -0.563 -4.656 -1.602
H 0.890 -2.464 -0.860
H -4.216 -3.631 1.038
H -6.854 -4.237 0.750
H -7.833 -2.172 -0.762
C 9.340 0.843 -4.367
O 8.812 2.161 -4.612
C 7.915 2.684 -3.817
C 7.517 4.002 -4.136
C 6.618 4.645 -3.345
C 6.048 3.974 -2.234
C 6.441 2.653 -1.915
C 7.367 2.015 -2.689
N 5.226 4.710 -1.446
N 4.524 4.516 -0.493
C 3.559 3.625 -0.065
C 3.308 3.632 1.299
C 2.337 2.815 1.879
C 1.540 2.021 1.083
O 0.600 1.221 1.572
C 1.725 2.076 -0.339
N 0.821 1.356 -1.080
C 0.933 1.332 -2.399
C 1.903 2.087 -3.071
C 2.777 2.858 -2.352
C 2.733 2.845 -0.939
H 10.051 0.668 -5.166
H 8.542 0.103 -4.410
H 9.850 0.817 -3.405
H 7.968 4.482 -4.993
H 6.322 5.666 -3.550
H 6.038 2.172 -1.032
H 7.697 1.021 -2.432
H 3.897 4.296 1.918
H 2.170 2.834 2.948
H 0.212 0.731 -2.938
H 1.922 2.079 -4.151
H 3.486 3.485 -2.874
N 2.345 -1.305 1.427
C 2.460 -2.519 1.953
C 2.149 -2.718 3.340
C 2.203 -3.971 3.868
C 2.555 -5.064 3.051
C 2.898 -4.876 1.693
C 2.865 -3.630 1.146
H 2.641 -1.125 0.480
H 2.122 -0.506 2.009
H 1.875 -1.864 3.947
H 1.980 -4.132 4.914
H 2.571 -6.062 3.469
H 3.194 -5.726 1.094
H 3.155 -3.467 0.115
*
```

Löwdin population analysis, charges in e, atoms 1 to 6: atom 1 (Os): 1.650, atom 2 (C): 0.006, atom 3 (C): -0.085, atom 4 (N): -0.171, atom 5 (N): 0.038, atom 6 (C): 0.008

***

Copy entry 4 word for word.
Here is a molecular structure, C34H31BN12O2Os from the Open Molecules 2025 dataset. Energies are from ωB97M-V/def2-TZVPD.

## Properties
Kohn-Sham gap (spin up / spin down) = 6.137 / 4.797 eV
HOMO energy (spin up / spin down) = -15.01 / -15.26 eV
<S²> = 8.81

Structure (ORCA input):
```
! wB97M-V def2-TZVPD RIJCOSX def2/J DEFGRID3
* xyz 3 6
Os -0.728 0.604 0.141
C -3.310 0.041 3.399
C -2.172 0.559 2.825
N -2.120 0.194 1.522
N -3.216 -0.557 1.263
C -3.942 -0.661 2.373
B -3.460 -1.168 -0.160
N -3.393 0.024 -1.171
C -4.222 0.454 -2.125
C -3.614 1.501 -2.814
C -2.384 1.647 -2.221
N -2.236 0.743 -1.227
N -2.247 -2.096 -0.499
C -2.232 -3.344 -0.990
C -0.920 -3.720 -1.210
C -0.178 -2.610 -0.825
N -0.979 -1.632 -0.398
N -4.740 -1.929 -0.156
C -4.991 -3.102 0.506
C -6.315 -3.394 0.355
C -6.822 -2.327 -0.417
N -5.887 -1.450 -0.713
H -3.651 0.160 4.412
H -1.394 1.172 3.248
H -4.868 -1.215 2.380
H -5.193 0.001 -2.229
H -4.027 2.068 -3.629
H -1.606 2.361 -2.436
H -3.147 -3.880 -1.180
H -0.563 -4.656 -1.602
H 0.890 -2.464 -0.860
H -4.216 -3.631 1.038
H -6.854 -4.237 0.750
H -7.833 -2.172 -0.762
C 9.340 0.843 -4.367
O 8.812 2.161 -4.612
C 7.915 2.684 -3.817
C 7.517 4.002 -4.136
C 6.618 4.645 -3.345
C 6.048 3.974 -2.234
C 6.441 2.653 -1.915
C 7.367 2.015 -2.689
N 5.226 4.710 -1.446
N 4.524 4.516 -0.493
C 3.559 3.625 -0.065
C 3.308 3.632 1.299
C 2.337 2.815 1.879
C 1.540 2.021 1.083
O 0.600 1.221 1.572
C 1.725 2.076 -0.339
N 0.821 1.356 -1.080
C 0.933 1.332 -2.399
C 1.903 2.087 -3.071
C 2.777 2.858 -2.352
C 2.733 2.845 -0.939
H 10.051 0.668 -5.166
H 8.542 0.103 -4.410
H 9.850 0.817 -3.405
H 7.968 4.482 -4.993
H 6.322 5.666 -3.550
H 6.038 2.172 -1.032
H 7.697 1.021 -2.432
H 3.897 4.296 1.918
H 2.170 2.834 2.948
H 0.212 0.731 -2.938
H 1.922 2.079 -4.151
H 3.486 3.485 -2.874
N 2.345 -1.305 1.427
C 2.460 -2.519 1.953
C 2.149 -2.718 3.340
C 2.203 -3.971 3.868
C 2.555 -5.064 3.051
C 2.898 -4.876 1.693
C 2.865 -3.630 1.146
H 2.641 -1.125 0.480
H 2.122 -0.506 2.009
H 1.875 -1.864 3.947
H 1.980 -4.132 4.914
H 2.571 -6.062 3.469
H 3.194 -5.726 1.094
H 3.155 -3.467 0.115
*
```

Löwdin population analysis, charges in e, atoms 1 to 6: atom 1 (Os): 1.650, atom 2 (C): 0.006, atom 3 (C): -0.085, atom 4 (N): -0.171, atom 5 (N): 0.038, atom 6 (C): 0.008